{"formula": "C32H33Cl2NO2PPdS2", "method": "ωB97M-V/def2-TZVPD", "relative_energy_ev": 1.775, "total_charge": -1, "elements": ["Pd", "Cl", "C", "C", "C", "C", "C", "Cl", "C", "S", "H", "H", "H", "C", "C", "C", "C", "C", "O", "C", "N", "C", "C", "C", "C", "C", "C", "P", "C", "C", "C", "C", "C", "C", "C", "C", "C", "C", "C", "C", "H", "H", "H", "H", "H", "H", "H", "H", "H", "H", "H", "H", "H", "H", "H", "H", "H", "H", "H", "H", "H", "H", "H", "H", "C", "S", "C", "O", "H", "H", "H", "H", "H", "H"], "xyz": [[0.8602, -0.8343, -0.8728], [3.4057, -0.2234, -0.1277], [3.6415, -1.0079, 1.4167], [4.8978, -0.8364, 1.9803], [5.1934, -1.3657, 3.2213], [4.2098, -2.0725, 3.8959], [2.9652, -2.2516, 3.3198], [1.8039, -3.1637, 4.2482], [2.5956, -1.7338, 2.0444], [0.9981, -1.9920, 1.4153], [5.6437, -0.2789, 1.4264], [6.1729, -1.2257, 3.6611], [4.4014, -2.4910, 4.8766], [-2.7141, -3.8786, 0.1631], [-2.2112, -2.5279, -0.3336], [-2.3102, -2.3783, -1.8475], [-2.9183, -1.3884, 0.4108], [-4.4307, -1.2536, 0.1123], [-4.5575, -0.0171, -0.6382], [-3.3261, 0.5480, -0.5948], [-2.4024, -0.0784, -0.0177], [-3.0497, 1.8344, -1.2324], [-4.0631, 2.5583, -1.8534], [-3.7666, 3.7338, -2.5157], [-2.4474, 4.1604, -2.5701], [-1.4337, 3.4373, -1.9568], [-1.6980, 2.2625, -1.2422], [-0.3694, 1.1817, -0.4866], [1.0527, 2.3880, -0.8387], [1.3097, 3.5510, -0.1084], [2.3274, 4.4243, -0.4758], [3.1078, 4.1561, -1.5940], [2.8698, 3.0058, -2.3329], [1.8545, 2.1328, -1.9528], [-0.4643, 1.5371, 1.3286], [0.7013, 1.3405, 2.0680], [0.7091, 1.4917, 3.4467], [-0.4542, 1.8503, 4.1138], [-1.6147, 2.0808, 3.3882], [-1.6171, 1.9279, 2.0056], [-2.2126, -4.6922, -0.3649], [-3.7926, -3.9966, 0.0080], [-2.5066, -3.9942, 1.2312], [-1.1601, -2.4226, -0.0671], [-3.3488, -2.3092, -2.1941], [-1.8513, -3.2374, -2.3425], [-1.7778, -1.4822, -2.1664], [-2.7141, -1.5072, 1.4767], [-5.0340, -1.1664, 1.0144], [-4.8193, -2.0635, -0.4992], [-5.0781, 2.1808, -1.8044], [-4.5482, 4.3100, -2.9948], [-2.2011, 5.0738, -3.0996], [-0.4220, 3.8013, -2.0413], [0.7001, 3.7772, 0.7605], [2.5079, 5.3212, 0.1065], [3.8986, 4.8395, -1.8833], [3.4755, 2.7854, -3.2051], [1.6625, 1.2344, -2.5238], [1.6085, 1.0545, 1.5550], [1.6236, 1.3114, 3.9994], [-0.4590, 1.9470, 5.1931], [-2.5254, 2.3712, 3.8997], [-2.5289, 2.1245, 1.4553], [1.2020, -4.3465, -1.1951], [2.5201, -3.1341, -1.4874], [1.7070, -2.3090, -2.8765], [3.6462, -3.9358, -2.0959], [1.4530, -5.2175, -1.8032], [0.2287, -3.9249, -1.4552], [1.2177, -4.5887, -0.1337], [1.2835, -3.0649, -3.5396], [2.4804, -1.7387, -3.3836], [0.8919, -1.6039, -2.4938]], "forces_ev_per_angstrom": [[-0.9, 0.7, 0.9], [0.2, 0.2, 0.2], [-0.1, -0.2, 0.2], [0.0, 0.1, -0.2], [0.0, 0.0, 0.1], [-0.1, 0.0, 0.0], [0.0, 0.2, -0.3], [0.0, 0.0, 0.0], [0.1, -0.1, 0.1], [0.2, 0.1, -0.2], [-0.1, 0.0, 0.0], [0.0, 0.0, 0.0], [0.0, 0.0, -0.1], [0.0, 0.0, 0.1], [-0.1, 0.1, 0.0], [-0.1, 0.0, 0.0], [0.0, 0.3, -0.2], [0.1, 0.1, 0.1], [-0.1, -0.1, -0.1], [0.0, 0.2, -0.1], [-0.1, -0.7, 0.5], [0.2, 0.0, -0.1], [0.0, -0.1, 0.1], [0.0, 0.1, 0.0], [0.0, 0.0, 0.0], [0.0, -0.1, 0.1], [-0.5, -0.3, -0.1], [1.6, 0.4, -0.3], [-0.2, 0.1, -0.1], [0.0, 0.0, 0.0], [-0.1, -0.1, 0.0], [0.0, 0.0, 0.0], [-0.1, 0.0, 0.0], [0.0, 0.2, 0.1], [-0.2, 0.0, 0.0], [-0.1, -0.1, 0.0], [0.0, 0.0, 0.0], [0.0, 0.0, 0.0], [0.0, 0.0, 0.0], [0.1, 0.1, 0.0], [0.0, 0.0, 0.0], [0.0, 0.0, 0.0], [0.0, 0.0, -0.1], [0.2, -0.1, 0.0], [0.0, -0.1, 0.0], [0.0, 0.0, 0.0], [0.0, 0.0, 0.0], [-0.1, 0.0, 0.0], [0.0, 0.1, 0.0], [0.0, 0.0, -0.1], [0.1, 0.0, 0.0], [0.0, 0.0, 0.0], [0.0, 0.0, 0.0], [0.1, 0.0, 0.0], [0.0, 0.0, 0.0], [0.0, 0.0, 0.0], [0.0, 0.0, 0.0], [0.0, 0.0, 0.0], [0.0, -0.1, -0.1], [0.1, -0.1, 0.0], [0.0, 0.0, 0.0], [0.0, 0.0, 0.0], [0.0, 0.0, 0.0], [0.0, 0.0, 0.0], [-0.1, 0.1, 0.2], [0.6, -0.7, -0.5], [0.1, 0.0, 0.4], [-0.4, 0.2, 0.1], [0.0, 0.1, -0.1], [0.1, -0.1, 0.1], [0.0, 0.0, 0.0], [-0.1, 0.1, 0.0], [0.0, 0.1, 0.0], [0.1, -0.3, -0.7]], "mulliken_charge": [-0.588, -0.175, 0.352, -0.758, -0.395, -0.718, 0.076, -0.253, 0.065, -0.440, 0.382, 0.352, 0.390, -1.822, 2.558, -1.526, -0.459, -0.880, -0.524, 0.598, 0.142, -0.993, -0.406, -0.790, -0.786, -0.879, 0.551, 2.923, -0.089, 0.002, -0.737, -0.536, -0.684, -0.256, 0.117, 0.004, -0.725, -0.729, -0.737, -0.354, 0.412, 0.330, 0.440, -1.274, 0.376, 0.502, 0.076, 0.640, 0.266, 0.457, 0.525, 0.374, 0.447, 0.318, 0.449, 0.398, 0.366, 0.406, 0.359, 0.456, 0.485, 0.354, 0.407, 0.294, -0.581, 0.794, -0.942, -0.790, 0.517, -0.217, 0.253, 0.391, 0.370, 0.070]}

{"formula": "C32H33ClF2HfN2O2SbSe4Te", "method": "ωB97M-V/def2-TZVPD", "relative_energy_ev": 0.933, "total_charge": -1, "elements": ["Hf", "Se", "Se", "Te", "Se", "F", "C", "C", "C", "C", "C", "F", "C", "C", "C", "C", "C", "C", "N", "H", "H", "H", "H", "H", "H", "Cl", "C", "C", "C", "C", "C", "C", "C", "O", "O", "H", "H", "H", "H", "C", "C", "N", "H", "H", "H", "C", "C", "C", "C", "C", "C", "Se", "C", "C", "C", "H", "H", "H", "H", "H", "H", "H", "H", "H", "H", "H", "C", "Sb", "C", "C", "H", "H", "H", "H", "H", "H", "H", "H", "H"], "xyz": [[-0.3915, 0.8626, -0.8505], [0.0333, -0.6675, -2.9918], [-0.8450, 0.7332, -4.6996], [0.4162, 2.8444, -4.2354], [-0.5981, 3.6993, -2.1194], [5.0387, 1.0275, -2.0440], [4.0518, 1.5711, -1.2920], [2.7547, 1.1670, -1.4833], [1.7124, 1.7220, -0.7269], [2.0481, 2.7299, 0.2017], [3.3957, 3.0358, 0.4087], [3.7734, 3.9051, 1.3891], [4.4189, 2.4841, -0.3211], [0.9580, 3.4775, 0.8532], [1.1257, 4.7546, 1.4013], [0.0385, 5.4386, 1.8998], [-1.2102, 4.8417, 1.8562], [-1.3059, 3.5861, 1.2948], [-0.2627, 2.9117, 0.8000], [2.5566, 0.3950, -2.2161], [5.4489, 2.7517, -0.1382], [2.0969, 5.2165, 1.3977], [0.1642, 6.4351, 2.3048], [-2.0962, 5.3344, 2.2315], [-2.2595, 3.0860, 1.2292], [-8.3619, 3.8593, -1.6273], [-6.7871, 3.1482, -1.3940], [-6.5253, 2.4736, -0.2113], [-5.2704, 1.9175, -0.0271], [-4.3084, 2.0248, -1.0233], [-4.5853, 2.7035, -2.2042], [-5.8333, 3.2765, -2.3905], [-2.9571, 1.4477, -0.8255], [-2.5066, 1.1987, 0.3252], [-2.2292, 1.2300, -1.8346], [-7.2918, 2.3944, 0.5468], [-5.0257, 1.3980, 0.8904], [-3.8072, 2.7888, -2.9519], [-6.0656, 3.8197, -3.2955], [-3.2623, -3.3097, -0.4411], [-2.4471, -2.1058, -0.4265], [-1.7726, -1.1840, -0.4446], [-3.9581, -3.2658, -1.2774], [-3.8190, -3.3950, 0.4907], [-2.6136, -4.1763, -0.5580], [4.6221, -6.5262, -1.6225], [3.8148, -5.3055, -1.2678], [4.4054, -4.1941, -0.6844], [3.6754, -3.0600, -0.3402], [4.3929, -1.8882, 0.2664], [2.2924, -3.0379, -0.5789], [1.2595, -1.5512, 0.0538], [1.6837, -4.1422, -1.1917], [0.2113, -4.1759, -1.4962], [2.4518, -5.2548, -1.5179], [5.6798, -6.3715, -1.4079], [4.5270, -6.7710, -2.6825], [4.2908, -7.3999, -1.0559], [5.4741, -4.2022, -0.4922], [5.4440, -2.1292, 0.4325], [3.9356, -1.5903, 1.2114], [4.3319, -1.0192, -0.3874], [-0.2011, -3.1695, -1.5284], [-0.3204, -4.7438, -0.7239], [0.0299, -4.6616, -2.4574], [1.9659, -6.1033, -1.9927], [1.3090, -0.7130, 3.4611], [-0.2519, 0.1108, 2.2630], [-0.8507, 1.5443, 3.7536], [-1.7346, -1.3303, 2.8117], [0.9701, -0.7721, 4.4961], [2.1934, -0.0798, 3.3991], [1.5531, -1.6970, 3.0702], [-0.8741, 1.0440, 4.7218], [-1.8379, 1.9440, 3.5249], [-0.1403, 2.3706, 3.7858], [-1.7567, -1.4236, 3.8977], [-1.4741, -2.2871, 2.3610], [-2.7073, -1.0010, 2.4472]], "forces_ev_per_angstrom": [[0.1, -0.1, 1.0], [0.2, 0.2, -0.3], [0.0, -0.1, 0.0], [0.1, 0.2, -0.2], [0.2, -0.6, 0.0], [0.0, 0.0, 0.0], [0.0, 0.0, 0.0], [0.0, 0.0, 0.0], [0.4, 0.1, 0.0], [0.0, 0.0, 0.1], [0.0, 0.0, 0.0], [0.0, 0.0, 0.0], [0.0, 0.0, 0.0], [0.0, 0.0, 0.1], [0.0, -0.1, 0.0], [0.0, 0.0, 0.0], [0.0, 0.0, 0.0], [0.0, 0.0, 0.0], [0.1, 0.1, -0.2], [0.0, 0.0, 0.0], [0.0, 0.0, 0.0], [0.0, 0.0, 0.0], [0.0, 0.0, 0.0], [0.0, 0.0, 0.0], [0.0, 0.0, 0.0], [0.0, 0.0, 0.0], [0.0, 0.0, 0.0], [0.0, 0.0, 0.0], [0.0, 0.0, 0.0], [0.0, 0.0, 0.0], [0.0, 0.0, 0.0], [0.0, 0.0, 0.0], [-0.1, -0.2, 0.0], [0.0, 0.2, 0.0], [-1.1, 0.1, -0.4], [0.0, 0.0, 0.0], [0.0, 0.0, 0.0], [0.0, 0.0, 0.0], [0.0, 0.0, 0.0], [0.0, 0.0, 0.0], [0.0, 0.0, 0.0], [-0.1, 0.1, -0.1], [0.0, 0.0, 0.0], [0.0, 0.0, 0.0], [0.0, 0.0, 0.0], [0.0, 0.0, 0.0], [0.0, 0.0, 0.0], [0.0, 0.0, 0.0], [0.0, 0.0, 0.0], [0.0, 0.0, 0.1], [-0.1, 0.0, -0.4], [0.0, 0.0, 0.5], [0.0, 0.0, 0.0], [0.0, 0.0, 0.0], [0.0, 0.0, 0.0], [0.0, 0.0, 0.0], [0.0, 0.0, 0.0], [0.0, 0.0, 0.0], [0.0, 0.0, 0.0], [0.0, 0.0, 0.0], [0.0, 0.0, 0.0], [0.0, 0.0, 0.0], [0.0, 0.0, 0.0], [0.0, 0.0, 0.0], [0.0, 0.0, 0.0], [0.0, 0.0, 0.0], [0.0, 0.1, 0.0], [0.0, -0.2, 0.0], [0.0, 0.0, -0.1], [0.0, 0.0, 0.0], [0.0, 0.0, 0.0], [0.0, 0.0, 0.0], [0.0, 0.0, 0.0], [0.0, 0.0, 0.0], [0.0, 0.0, 0.0], [0.0, 0.0, 0.0], [0.0, 0.0, 0.0], [0.0, 0.0, 0.0], [0.0, 0.0, 0.0]], "mulliken_charge": [-0.650, -0.030, -0.410, -0.162, -0.265, -0.420, 0.095, -0.372, 1.427, -0.024, 0.544, -0.395, -0.993, 0.550, -1.102, -0.686, -1.125, -0.862, 1.103, 0.454, 0.513, 0.542, 0.411, 0.497, 0.657, -0.233, 0.471, -0.876, -0.165, 0.004, -0.254, -0.855, 0.755, -0.430, -0.434, 0.411, 0.428, 0.461, 0.418, -1.492, 0.564, 0.279, 0.358, 0.343, 0.281, -1.509, 0.779, -1.034, 0.622, -1.407, 0.018, 0.261, 0.881, -1.177, -0.885, 0.326, 0.332, 0.314, 0.226, 0.411, 0.218, 0.104, -0.269, 0.270, 0.371, 0.375, -1.367, 1.105, -1.480, -1.246, 0.410, 0.367, 0.367, 0.554, 0.385, 0.341, 0.500, 0.258, 0.246]}

{"formula": "C32H33F6NO18", "method": "ωB97M-V/def2-TZVPD", "elements": ["C", "C", "N", "C", "O", "C", "C", "C", "C", "C", "C", "C", "C", "C", "C", "C", "C", "O", "F", "C", "C", "O", "H", "H", "H", "H", "H", "H", "H", "H", "H", "H", "H", "H", "H", "H", "H", "H", "H", "H", "O", "C", "O", "C", "C", "F", "O", "H", "H", "H", "O", "C", "O", "C", "C", "F", "O", "H", "H", "H", "O", "C", "O", "C", "C", "F", "O", "H", "H", "H", "O", "C", "O", "C", "C", "F", "O", "H", "H", "H", "O", "C", "O", "C", "C", "F", "O", "H", "H", "H"], "xyz": [[3.1740, 0.9696, 3.6134], [1.9827, 1.1994, 2.9659], [1.3774, 0.3006, 2.0379], [1.3434, -1.0750, 2.3958], [2.2385, -1.8083, 2.6897], [-0.1202, -1.4268, 2.2945], [-0.7855, -2.5568, 2.6568], [-2.1692, -2.6374, 2.5155], [-2.8649, -3.8843, 3.0169], [-3.9003, -4.5352, 2.0693], [-3.4590, -3.6441, 4.4307], [-4.4501, -2.4869, 4.5244], [-5.0590, -2.3312, 5.9226], [-2.8167, -1.5555, 1.9679], [-2.1652, -0.3995, 1.5780], [-2.9417, 0.7663, 1.0163], [-2.9866, 0.8178, -0.4880], [-2.7313, 1.8126, -1.0961], [-3.3608, -0.2776, -1.1638], [-0.8078, -0.3535, 1.7633], [0.1553, 0.7661, 1.5021], [-0.0199, 1.8485, 1.0056], [4.0994, 1.0624, 3.0527], [3.1719, 0.6620, 4.6525], [1.4009, 2.1062, 3.1509], [-0.2577, -3.3927, 3.0992], [-2.0726, -4.6188, 3.1694], [-3.7417, -4.2939, 1.0204], [-4.9315, -4.3353, 2.3570], [-3.7593, -5.6145, 2.1363], [-2.5993, -3.3743, 5.0581], [-3.8461, -4.5835, 4.8291], [-5.2185, -2.6450, 3.7615], [-3.9473, -1.5467, 4.2998], [-5.7565, -1.4936, 5.8846], [-5.5590, -3.2294, 6.2764], [-4.2607, -2.0294, 6.6025], [-3.8936, -1.5710, 1.8437], [-2.6180, 1.7304, 1.3875], [-3.9768, 0.6551, 1.3588], [7.2633, -1.6892, -1.9377], [6.6732, -1.4582, -0.9392], [5.8272, -2.3264, -0.3239], [5.4258, -1.7298, 0.9153], [5.6414, -0.2731, 0.6472], [5.9940, 0.3941, 1.7678], [6.7353, -0.2765, -0.2551], [6.0588, -2.1028, 1.7215], [4.3858, -1.9521, 1.1430], [4.7848, 0.2227, 0.1849], [3.8400, 4.0372, 2.7491], [3.7969, 4.1665, 1.5750], [3.5088, 5.3232, 0.9339], [3.6896, 5.1030, -0.4695], [3.5281, 3.6065, -0.5725], [4.2925, 3.0806, -1.5627], [4.0209, 3.1566, 0.6771], [4.6889, 5.4265, -0.7647], [2.9519, 5.6505, -1.0485], [2.4965, 3.2695, -0.6975], [-2.9518, -5.4822, -1.1784], [-1.9417, -4.9087, -1.3928], [-1.5443, -4.4335, -2.6007], [-0.3511, -3.6702, -2.3880], [0.1694, -4.2555, -1.0967], [0.8037, -3.3283, -0.3424], [-1.0148, -4.6310, -0.4314], [-0.6120, -2.6156, -2.2820], [0.3435, -3.7840, -3.2163], [0.8132, -5.1282, -1.2255], [-0.2122, 7.4341, -1.8973], [-0.3764, 6.3537, -2.3467], [-1.5716, 5.8386, -2.7180], [-1.3238, 4.5697, -3.3366], [0.0064, 4.1871, -2.7466], [0.7537, 3.4520, -3.6187], [0.6297, 5.4420, -2.5527], [-1.2794, 4.6963, -4.4191], [-2.1069, 3.8544, -3.0963], [-0.0565, 3.6579, -1.7928], [-2.3999, 3.6698, -6.4044], [-1.6094, 2.8405, -6.7033], [-1.8264, 1.5043, -6.6290], [-0.6900, 0.8488, -7.2011], [0.3849, 1.8982, -7.0527], [1.2864, 1.8386, -8.0616], [-0.3511, 3.1038, -7.1579], [-0.8916, 0.6160, -8.2475], [-0.4617, -0.0713, -6.6694], [0.9116, 1.8772, -6.0967]], "forces_ev_per_angstrom": [[-0.3, -0.3, -1.0], [0.4, 0.0, 0.6], [1.8, 1.8, -0.4], [-1.5, -0.6, -0.4], [0.3, 0.6, 0.1], [0.5, 0.5, -0.2], [0.2, -0.9, 0.5], [0.3, -0.6, 0.1], [-0.5, -0.2, 0.2], [0.4, -0.1, 0.1], [0.9, 0.7, -0.1], [-0.2, -0.6, 0.1], [0.3, 0.5, -0.6], [-1.0, 0.2, -0.3], [-0.2, 0.5, -0.2], [-0.8, -0.9, 0.2], [0.6, 2.0, -0.4], [-0.1, -0.6, 0.0], [0.0, -0.4, 0.6], [0.4, 0.7, -0.5], [-0.6, -1.0, 0.0], [0.2, -0.2, 0.3], [0.0, -1.9, -0.2], [0.3, 1.9, 0.6], [-1.0, -0.8, 0.9], [0.1, 0.0, -0.1], [0.1, 0.0, -0.1], [-0.1, 0.2, 0.0], [0.0, 0.2, -0.1], [-0.2, 0.0, 0.0], [-0.1, -0.2, 0.2], [-0.2, 0.0, -0.1], [-0.2, 0.2, 0.1], [0.1, 0.0, -0.2], [-0.2, -0.1, 0.2], [0.0, 0.0, 0.1], [-0.1, -0.2, 0.2], [0.0, -0.2, 0.0], [0.4, 0.1, -0.2], [0.0, 0.0, -0.1], [0.1, 0.0, 0.0], [0.1, -0.1, -0.1], [0.1, 0.3, 0.0], [-0.5, -0.6, 0.2], [0.3, 0.3, 0.1], [0.1, 0.2, 0.0], [-0.4, -0.2, -0.2], [0.1, 0.2, 0.0], [0.0, -0.2, -0.1], [0.1, 0.2, 0.1], [0.1, 0.0, 0.1], [0.1, 0.1, 0.2], [0.0, -0.3, -0.2], [-0.2, 0.4, -0.2], [0.4, -0.1, -0.1], [0.0, -0.1, 0.0], [-0.4, 0.1, 0.0], [0.0, -0.2, 0.0], [-0.1, 0.1, 0.2], [0.0, -0.1, -0.1], [-0.2, 0.0, -0.1], [-0.3, 0.0, 0.1], [0.2, 0.0, 0.3], [0.1, 0.1, -0.4], [-0.1, 0.3, 0.2], [0.2, 0.1, 0.1], [0.1, -0.3, -0.3], [0.1, 0.0, 0.2], [-0.2, -0.2, -0.1], [0.1, 0.1, 0.1], [0.1, 0.1, 0.0], [-0.2, 0.3, -0.1], [0.4, -0.2, 0.0], [-0.5, -0.2, -0.1], [0.2, 0.1, -0.3], [0.1, 0.0, 0.1], [-0.2, -0.1, 0.3], [0.2, 0.0, 0.0], [-0.1, 0.2, 0.1], [0.1, -0.1, -0.1], [0.0, 0.0, 0.0], [-0.2, 0.1, -0.1], [0.2, 0.1, 0.0], [-0.1, -0.4, 0.1], [0.1, 0.1, -0.4], [0.0, 0.1, 0.0], [-0.1, -0.2, 0.4], [0.1, 0.1, 0.0], [-0.2, 0.1, 0.1], [0.1, 0.0, -0.1]], "mulliken_charge": [-0.763, -0.176, 0.850, -0.361, -0.567, -0.030, -0.707, 0.491, 0.106, -1.516, -1.006, -0.002, -1.458, -0.030, 0.487, -1.281, 0.559, -0.505, -0.234, 0.212, 0.012, -0.651, 0.166, 0.282, 0.220, 0.503, 0.542, 0.257, 0.358, 0.391, 0.363, 0.429, 0.295, 0.162, 0.399, 0.364, 0.331, 0.530, 0.454, 0.504, -0.501, 0.576, -0.327, -0.131, 0.492, -0.300, -0.342, 0.237, -0.001, 0.260, -0.481, 0.543, -0.358, -0.386, 0.653, -0.317, -0.184, 0.289, 0.190, 0.080, -0.488, 0.622, -0.335, -0.332, 0.259, -0.181, -0.225, 0.212, 0.291, 0.202, -0.509, 0.576, -0.329, -0.329, 0.451, -0.294, -0.287, 0.204, 0.287, 0.200, -0.502, 0.708, -0.321, -0.429, 0.416, -0.291, -0.291, 0.274, 0.273, 0.197]}

Taking the records one at a time from the top gives electronic energy values of -3630.48112 -12321.37272 -3247.46323 hartree.
Taking the records one at a time from the top gives max |F| values of 1.66 1.13 2.62 eV/Å.
Taking the records one at a time from the top gives E_LUMO values of 0.093 0.076 -0.035 Ha.